(1)
Below is C4H10N2O in the gas phase, with properties calculated with ωB97M-V/def2-TZVPD.

Geometry (Å):
C1 0.09 2.28 2.14
C2 -0.33 1.10 1.18
N1 0.52 1.02 -0.14
C3 -0.04 0.23 -1.26
C4 -0.20 -1.35 -0.94
N2 1.05 -1.89 -0.64
O1 -1.28 -1.91 -0.87
H1 1.17 2.23 2.39
H2 -0.53 2.20 2.93
H3 -0.05 3.25 1.61
H4 -1.44 1.10 0.97
H5 0.00 0.18 1.73
H6 1.19 1.86 -0.26
H7 0.56 0.32 -2.17
H8 -1.01 0.73 -1.53
H9 1.30 -1.28 0.11
H10 0.98 -2.81 -0.17

## Properties
SMILES: CCNCC(N)=O
Multiplicity: 1
E_LUMO: 0.99 eV
Relative energy (zero: lowest compared OMol25 entry of this formula, charge and spin): 50.7 kcal/mol
Orbital gap: 9.7 eV
E_HOMO: -8.68 eV

Atomic partial charges in e from the natural (NBO) method, atoms 1 to 6: C -0.61; C -0.21; N -0.71; C -0.32; C 0.68; N -0.84


(2)
Below is a molecular structure, C2H6AlO, with properties calculated with ωB97M-V/def2-TZVPD.

Geometry (Å):
Al1 18.45 15.06 3.30
C1 14.01 18.40 3.48
C2 15.49 17.99 3.78
O1 15.84 16.88 3.08
H1 13.82 19.20 4.25
H2 13.37 17.48 3.55
H3 13.70 18.84 2.49
H4 15.70 17.79 4.85
H5 16.07 18.96 3.46
H6 15.50 16.96 2.15

## Properties
Multiplicity: 1
Charge: +3
E_LUMO: -21.12 eV
Relative energy (zero: lowest compared OMol25 entry of this formula, charge and spin): 21.7 kcal/mol
Orbital gap: 3.9 eV
E_HOMO: -25.00 eV

Atomic partial charges in e from the natural (NBO) method, atoms 1 to 6: Al 1.28; C -0.51; C -0.07; O -0.32; H 0.40; H 0.39


(3)
Below is 3 unconnected molecules or ions with the total composition C29H51BFN3O10, with properties calculated with ωB97M-V/def2-TZVPD.

Geometry (Å):
C1 2.76 2.44 -0.81
C2 3.86 1.91 -0.84
C3 5.25 1.22 -0.80
C4 5.20 -0.36 -0.65
B1 6.79 -0.71 -0.36
N1 7.23 -2.09 0.05
O1 7.84 0.26 -0.53
C5 4.97 -1.25 -1.98
O2 5.05 -0.89 -3.13
N2 4.61 -2.51 -1.38
C6 3.45 -2.17 -0.51
C7 3.16 -3.56 0.24
C8 1.81 -3.57 1.08
C9 0.57 -4.25 0.37
C10 -0.72 -3.90 1.26
C11 -2.04 -3.87 0.36
C12 -2.17 -2.52 -0.49
C13 -3.69 -2.14 -0.84
C14 -3.90 -0.58 -0.54
C15 -5.27 -0.06 -1.18
C16 -6.26 0.38 0.00
C17 -7.73 -0.21 -0.19
C18 2.21 -1.39 -1.12
C19 1.44 -2.03 -2.35
C20 2.03 -3.34 -2.99
N3 2.88 -3.15 -4.19
O3 1.82 -4.48 -2.65
C21 4.14 -1.00 0.37
C22 4.72 -1.35 1.80
C23 3.63 -1.55 2.92
O4 3.69 -2.55 3.58
F1 2.63 -0.62 3.22
H1 1.74 2.79 -0.53
H2 5.81 1.68 0.06
H3 5.76 1.47 -1.79
H4 7.82 -2.40 -0.75
H5 7.92 -1.93 0.80
H6 8.05 0.28 -1.48
H7 4.54 -3.33 -1.97
H8 3.99 -3.80 0.99
H9 3.17 -4.43 -0.48
H10 1.51 -2.54 1.45
H11 2.01 -4.18 2.01
H12 0.34 -3.86 -0.66
H13 0.63 -5.38 0.31
H14 -0.60 -2.85 1.68
H15 -0.85 -4.61 2.13
H16 -2.97 -4.02 0.99
H17 -1.99 -4.71 -0.41
H18 -1.67 -2.72 -1.49
H19 -1.68 -1.64 0.01
H20 -3.88 -2.30 -1.94
H21 -4.38 -2.80 -0.25
H22 -3.06 0.01 -1.04
H23 -3.86 -0.46 0.59
H24 -5.07 0.84 -1.82
H25 -5.75 -0.84 -1.83
H26 -5.89 0.06 1.02
H27 -6.36 1.51 0.02
H28 -8.38 0.19 0.65
H29 -8.19 0.11 -1.17
H30 -7.71 -1.33 -0.16
H31 1.46 -1.26 -0.27
H32 2.49 -0.33 -1.42
H33 1.39 -1.26 -3.17
H34 0.35 -2.22 -2.08
H35 2.50 -2.43 -4.80
H36 3.85 -2.94 -3.92
H37 3.27 -0.31 0.64
H38 5.39 -2.25 1.81
H39 5.36 -0.48 2.15
C24 7.34 4.80 0.03
O5 6.14 5.42 -0.43
C25 5.75 6.47 0.31
O6 6.31 6.90 1.28
O7 4.62 6.96 -0.23
C26 4.09 8.09 0.46
H40 7.56 3.97 -0.64
H41 8.17 5.50 -0.01
H42 7.21 4.41 1.04
H43 4.79 8.92 0.44
H44 3.83 7.83 1.48
H45 3.18 8.39 -0.06
C27 -10.45 4.19 3.90
O8 -11.52 4.05 2.96
C28 -11.33 3.08 2.06
O9 -10.37 2.35 1.98
O10 -12.40 3.05 1.25
C29 -12.34 2.05 0.23
H46 -10.71 5.00 4.58
H47 -10.32 3.28 4.48
H48 -9.52 4.45 3.38
H49 -12.29 1.06 0.67
H50 -11.49 2.23 -0.43
H51 -13.25 2.13 -0.36

## Properties
SMILES: C#CC[C@]1(B(N)O)C(=O)N[C@](CCCCCCCCCCC)(CCC(N)=O)[C@H]1CC(=O)F.COC(=O)OC.COC(=O)OC
Multiplicity: 1
E_LUMO: -0.05 eV
Orbital gap: 9.7 eV
E_HOMO: -9.80 eV

Atomic partial charges in e from the Löwdin method, atoms 1 to 6: C 0.08; C -0.12; C -0.12; C -0.17; B -0.46; N 0.12


(4)
Below is 10 unconnected molecules or ions with the total composition CH21O10, with properties calculated with ωB97M-V/def2-TZVPD.

Geometry (Å):
C1 -0.44 -0.29 -0.17
O1 0.94 -0.46 -0.18
H1 -0.54 0.64 -0.73
H2 -0.80 -0.35 0.77
H3 -0.92 -1.04 -0.64
O2 -0.75 1.85 -3.18
H4 -0.98 2.81 -3.67
H5 -1.57 1.91 -2.77
O3 3.70 -1.20 -0.40
H6 2.77 -0.81 -0.59
H7 3.69 -2.09 -0.03
O4 -3.12 -1.79 0.73
H8 -3.11 -1.15 1.45
H9 -2.31 -2.32 0.56
O5 1.24 -2.70 1.57
H10 2.25 -2.80 1.49
H11 1.03 -1.89 1.21
O6 -1.01 2.46 1.61
H12 -0.49 2.43 2.44
H13 -0.86 1.66 1.06
O7 1.59 1.11 1.76
H14 1.02 0.82 1.17
H15 1.90 2.01 1.40
O8 0.94 -1.80 -2.71
H16 0.77 -1.31 -1.82
H17 0.26 -1.50 -3.28
O9 1.56 1.58 -1.56
H18 1.40 0.82 -1.01
H19 0.78 1.79 -2.11
O10 -3.33 0.42 2.31
H20 -2.56 1.03 2.04
H21 -3.05 0.19 3.27

## Properties
Multiplicity: 1
Charge: -1
E_LUMO: 2.52 eV
Relative energy (zero: lowest compared OMol25 entry of this formula, charge and spin): 73.4 kcal/mol
Orbital gap: 7.7 eV
E_HOMO: -5.19 eV

Atomic partial charges in e from the natural (NBO) method, atoms 1 to 6: C -0.28; O -1.01; H 0.14; H 0.13; H 0.15; O -0.90


(5)
Below is 2 unconnected molecules or ions with the total composition C7H14N2, with properties calculated with ωB97M-V/def2-TZVPD.

Geometry (Å):
C1 1.50 1.98 -0.80
C2 0.13 1.61 1.42
C3 1.14 1.33 0.52
C4 1.46 -0.08 2.13
N1 0.25 0.59 2.43
N2 1.92 0.30 0.97
H1 -0.67 2.25 1.23
H2 -0.15 0.60 3.30
H3 1.09 3.00 -0.89
H4 1.18 1.46 -1.74
H5 1.96 -0.68 2.89
H6 2.48 2.14 -0.90
C5 -1.82 -1.18 -1.00
C6 -1.13 -1.74 0.32
C7 -0.79 -1.07 -2.20
H7 -2.71 -1.74 -1.34
H8 -1.91 -0.12 -0.75
H9 -0.52 -2.50 0.03
H10 0.04 -0.47 -1.85
H11 -0.36 -2.13 -2.41
H12 -1.62 -1.91 1.21
H13 -0.33 -1.05 0.61
H14 -1.14 -0.59 -3.18

## Properties
Multiplicity: 2
Charge: -1
E_LUMO (alpha / beta): 3.71 / 3.60 eV
Relative energy (zero: lowest compared OMol25 entry of this formula, charge and spin): 34.8 kcal/mol
Orbital gap (alpha / beta): 2.5 / 8.7 eV
E_HOMO (alpha / beta): 1.25 / -5.11 eV

Atomic partial charges in e from the natural (NBO) method, atoms 1 to 6: C -0.64; C -0.43; C 0.04; C 0.01; N -0.68; N -0.51


(6)
Below is a molecular structure, C17H23I2IrN2O, with properties calculated with ωB97M-V/def2-TZVPD.

Geometry (Å):
C1 -1.78 -1.79 2.08
I1 -1.24 1.25 1.72
H1 -2.05 -2.81 2.41
H2 -2.66 -1.37 1.59
H3 -1.49 -1.20 2.96
C2 -4.27 -1.20 -2.48
C3 -2.40 -1.32 -1.24
N1 -3.19 -0.50 -2.00
H4 -4.78 -3.34 -2.23
I2 0.53 -1.08 -2.80
N2 -2.98 -2.55 -1.34
H5 -5.04 -0.74 -3.09
Ir1 -0.62 -0.93 -0.55
C4 -0.59 -1.94 1.13
O1 0.35 -2.70 1.39
C5 -4.16 -2.47 -2.06
C6 -2.51 -3.79 -0.75
H6 -2.91 -4.61 -1.37
H7 -2.89 -3.92 0.27
H8 -1.42 -3.83 -0.74
C7 -2.95 0.90 -2.28
H9 -3.92 1.38 -2.42
H10 -2.36 1.01 -3.20
H11 -2.42 1.35 -1.45
C8 1.72 0.35 2.34
C9 1.78 0.56 0.82
C10 2.54 -0.63 0.25
C11 0.33 0.66 0.24
C12 2.56 1.86 0.57
C13 2.10 3.05 1.14
C14 2.84 4.23 1.04
C15 4.06 4.23 0.35
C16 4.52 3.05 -0.24
C17 3.78 1.88 -0.13
H12 1.32 -0.65 2.57
H13 1.11 1.11 2.83
H14 2.75 0.42 2.73
H15 2.03 -1.57 0.49
H16 2.63 -0.55 -0.84
H17 3.53 -0.64 0.72
H18 0.23 1.49 -0.48
H19 1.14 3.05 1.68
H20 2.47 5.15 1.49
H21 4.65 5.15 0.27
H22 5.46 3.03 -0.79
H23 4.16 0.96 -0.59

## Properties
Multiplicity: 5
Charge: -2
E_LUMO (alpha / beta): 4.38 / 4.25 eV
Orbital gap (alpha / beta): 1.8 / 7.1 eV
E_HOMO (alpha / beta): 2.54 / -2.87 eV

Atomic partial charges in e from the natural (NBO) method, atoms 1 to 6: C -0.77; I -0.52; H 0.20; H 0.23; H 0.25; C -0.10


(7)
Below is 12 unconnected molecules or ions with the total composition H25O12, with properties calculated with ωB97M-V/def2-TZVPD.

Geometry (Å):
O1 -0.06 2.92 0.16
H1 -2.96 -2.24 1.06
H2 0.76 3.31 -0.21
O2 2.36 0.65 0.64
H3 3.05 0.06 0.93
H4 -2.91 1.60 -0.43
O3 -0.06 -3.30 -0.26
H5 -2.96 0.68 3.36
O4 2.31 1.61 3.23
H6 -0.69 -3.86 0.06
H7 1.89 1.32 4.08
O5 1.05 -1.09 -4.56
H8 0.07 -1.17 -4.76
H9 1.28 -2.15 -4.39
O6 3.93 -1.64 0.41
H10 3.19 -1.81 -0.27
H11 3.77 -2.50 0.88
O7 -2.75 0.81 -1.10
H12 -0.27 -2.51 0.32
H13 0.46 -0.05 -1.67
O8 -2.75 -1.87 0.06
H14 -3.01 -0.92 0.35
H15 2.19 1.42 1.41
O9 -3.29 0.37 2.42
H16 -0.60 3.65 0.25
H17 -2.82 1.07 1.91
O10 0.05 0.87 -3.12
H18 0.58 0.26 -3.68
H19 -0.79 1.13 -3.48
O11 0.50 -0.41 -0.75
H20 2.81 2.36 3.29
H21 -0.56 -0.07 -0.63
O12 -0.36 0.11 1.77
H22 -3.67 0.46 -1.57
H23 -0.03 0.93 1.88
H24 1.07 0.27 -0.09
H25 -0.80 -0.28 2.51

## Properties
Multiplicity: 1
Charge: +1
E_LUMO: -3.04 eV
Relative energy (zero: lowest compared OMol25 entry of this formula, charge and spin): 92.4 kcal/mol
Orbital gap: 10.5 eV
E_HOMO: -13.59 eV

Atomic partial charges in e from the natural (NBO) method, atoms 1 to 6: O -0.96; H 0.47; H 0.49; O -1.00; H 0.53; H 0.49


(8)
Below is C6H7N3O2 in the gas phase, with properties calculated with ωB97M-V/def2-TZVPD.

Geometry (Å):
O1 2.83 -1.22 0.70
C1 1.71 -0.72 0.73
C2 0.49 -1.28 1.34
C3 -0.69 -0.65 1.38
O2 -1.76 -1.21 1.93
C4 -0.93 0.52 0.32
N1 -1.70 0.01 -0.77
C5 -1.01 0.14 -1.77
N2 0.07 0.90 -1.77
C6 0.32 1.18 -0.37
N3 1.53 0.50 0.06
H1 0.82 -2.22 1.81
H2 -2.53 -1.02 1.29
H3 -1.47 1.42 0.82
H4 -1.38 -0.16 -2.76
H5 0.94 0.69 -2.33
H6 0.49 2.26 -0.18
H7 2.27 0.87 -0.45

## Properties
SMILES: O=C1C=C(O)[C@@H]2N=CN[C@@H]2N1
Multiplicity: 1
E_LUMO: 0.60 eV
Relative energy (zero: lowest compared OMol25 entry of this formula, charge and spin): 22.2 kcal/mol
Orbital gap: 10.0 eV
E_HOMO: -9.42 eV

Atomic partial charges in e from the natural (NBO) method, atoms 1 to 6: O -0.60; C 0.66; C -0.41; C 0.40; O -0.65; C -0.15


(9)
Below is 2 unconnected molecules or ions with the total composition C12H22F3IN4O7S3, with properties calculated with ωB97M-V/def2-TZVPD.

Geometry (Å):
N1 -2.56 -2.32 0.74
C1 -1.73 -1.48 -0.09
N2 -2.44 -1.11 -1.30
O1 -1.55 -0.24 0.57
C2 -0.48 -0.03 1.43
C3 -0.55 1.45 1.85
C4 0.68 2.29 1.52
C5 0.44 3.74 1.96
S1 1.96 4.43 2.54
O2 2.62 3.52 3.44
O3 2.71 4.96 1.44
O4 1.36 5.62 3.41
N3 -0.65 -0.93 2.64
C6 0.23 -1.14 3.43
S2 1.39 -1.48 4.43
C7 0.81 -0.40 0.75
N4 0.76 -1.86 0.44
C8 -0.37 -2.11 -0.55
C9 -0.45 -3.60 -0.91
C10 0.37 -3.98 -2.16
C11 1.77 -4.44 -1.82
I1 2.95 -4.65 -3.59
H1 -3.12 -2.95 0.17
H2 -2.05 -2.85 1.43
H3 -2.54 -1.88 -1.96
H4 -1.85 -0.38 -1.70
H5 -0.79 1.51 2.91
H6 -1.40 1.86 1.31
H7 1.53 1.92 2.10
H8 0.93 2.26 0.47
H9 -0.27 3.78 2.77
H10 0.12 4.35 1.11
H11 2.05 5.91 4.03
H12 0.84 0.11 -0.21
H13 1.70 -0.17 1.33
H14 0.64 -2.43 1.28
H15 1.65 -2.13 0.02
H16 -0.05 -1.57 -1.44
H17 -0.05 -4.17 -0.07
H18 -1.48 -3.90 -1.04
H19 -0.13 -4.83 -2.63
H20 0.39 -3.16 -2.88
H21 1.77 -5.42 -1.36
H22 2.32 -3.75 -1.19
C12 -1.48 2.91 -3.72
F1 -2.73 3.08 -3.24
F2 -1.52 1.92 -4.62
F3 -1.12 4.04 -4.34
S3 -0.31 2.50 -2.36
O5 -0.88 1.27 -1.82
O6 -0.41 3.62 -1.46
O7 0.95 2.32 -3.03

## Properties
Multiplicity: 1
E_LUMO: -0.92 eV
Orbital gap: 8.1 eV
E_HOMO: -9.04 eV

Atomic partial charges in e from the natural (NBO) method, atoms 1 to 6: N -0.82; C 0.54; N -0.82; O -0.49; C 0.43; C -0.42


(10)
Below is a molecular structure, C33H37FeN4O4Se, with properties calculated with ωB97M-V/def2-TZVPD.

Geometry (Å):
Fe1 0.00 0.53 0.42
C1 0.59 0.81 4.65
C2 0.96 0.69 3.19
O1 0.00 0.56 2.41
C3 2.34 0.71 2.80
C4 3.35 0.83 3.78
C5 4.68 0.85 3.46
C6 5.05 0.75 2.10
C7 4.11 0.63 1.12
C8 2.72 0.60 1.42
O2 1.90 0.47 0.45
H1 -0.49 0.80 4.73
H2 0.99 1.72 5.08
H3 0.99 -0.04 5.21
H4 3.07 0.92 4.82
H5 5.43 0.95 4.23
H6 6.10 0.77 1.84
H7 4.39 0.55 0.08
O3 -0.93 2.04 -6.24
C9 0.24 1.31 -5.85
C10 0.21 1.10 -4.36
C11 0.23 -0.21 -3.82
C12 0.16 -0.34 -2.45
N1 0.08 0.70 -1.61
C13 0.09 1.98 -2.11
C14 0.13 2.16 -3.52
C15 0.04 3.02 -1.16
C16 0.02 4.41 -1.47
C17 -0.01 5.35 -0.49
C18 -0.05 6.82 -0.81
O4 1.04 7.55 -0.25
C19 -0.01 4.92 0.87
C20 0.01 3.57 1.12
N2 0.03 2.64 0.16
H8 -0.91 2.15 -7.19
H9 1.14 1.86 -6.13
H10 0.27 0.33 -6.35
H11 0.29 -1.08 -4.45
H12 0.16 -1.32 -1.99
H13 0.10 3.16 -3.93
H14 0.02 4.72 -2.51
H15 -1.00 7.23 -0.45
H16 0.00 6.98 -1.88
H17 1.17 7.25 0.66
H18 -0.06 5.63 1.69
H19 -0.01 3.20 2.14
C21 -4.08 0.76 -0.83
C22 -3.30 0.86 0.49
C23 -3.90 -0.11 1.51
C24 -3.39 2.30 1.03
C25 -1.88 0.51 0.24
H20 -5.13 1.01 -0.67
H21 -4.01 -0.25 -1.24
H22 -3.66 1.46 -1.57
H23 -4.96 0.12 1.69
H24 -3.36 -0.05 2.46
H25 -3.83 -1.14 1.15
H26 -4.43 2.58 1.19
H27 -2.94 3.00 0.32
H28 -2.85 2.38 1.98
H29 -1.49 -0.47 -0.09
C26 2.49 -4.66 0.47
N3 1.06 -4.87 0.38
C27 0.12 -3.92 0.59
Se1 0.38 -2.19 1.15
N4 -1.08 -4.50 0.38
C28 -0.92 -5.85 0.08
C29 -1.83 -6.87 -0.15
C30 -1.31 -8.14 -0.35
C31 0.06 -8.38 -0.34
C32 0.97 -7.35 -0.12
C33 0.45 -6.08 0.08
H30 2.68 -3.59 0.57
H31 2.97 -5.04 -0.43
H32 2.90 -5.17 1.34
H33 -1.94 -4.01 0.54
H34 -2.90 -6.69 -0.17
H35 -1.99 -8.97 -0.51
H36 0.43 -9.38 -0.48
H37 2.04 -7.53 -0.12

## Properties
Multiplicity: 6
E_LUMO (alpha / beta): 0.18 / 0.07 eV
Relative energy (zero: lowest compared OMol25 entry of this formula, charge and spin): 54.6 kcal/mol
Orbital gap (alpha / beta): 4.8 / 7.7 eV
E_HOMO (alpha / beta): -4.60 / -7.62 eV

Atomic partial charges in e from the Löwdin method, atoms 1 to 6: Fe 0.56; C 0.00; C -0.37; O -0.11; C -0.10; C -0.04


(11)
Below is a gas-phase ion, C5H11O (charge -1), with properties calculated with ωB97M-V/def2-TZVPD.

Geometry (Å):
C1 2.11 -0.25 0.84
C2 1.48 0.31 -0.49
C3 -0.06 0.59 -0.56
C4 -0.96 -0.60 -0.26
C5 -2.35 0.04 0.28
O1 -2.77 0.91 -0.65
H1 2.97 0.36 1.03
H2 2.45 -1.28 0.70
H3 1.28 -0.32 1.54
H4 1.97 1.19 -0.89
H5 1.52 -0.53 -1.18
H6 -0.38 1.43 0.04
H7 -0.22 0.86 -1.61
H8 -1.33 -1.22 -1.07
H9 -0.50 -1.31 0.47
H10 -2.08 0.55 1.27
H11 -3.12 -0.71 0.55

## Properties
SMILES: CCCCC[O-]
Multiplicity: 1
Charge: -1
E_LUMO: 3.94 eV
Relative energy (zero: lowest compared OMol25 entry of this formula, charge and spin): 17.4 kcal/mol
Orbital gap: 6.0 eV
E_HOMO: -2.08 eV

Atomic partial charges in e from the natural (NBO) method, atoms 1 to 6: C -0.64; C -0.40; C -0.39; C -0.47; C 0.01; O -0.96


(12)
Below is 2 unconnected molecules or ions with the total composition C6H10O, with properties calculated with ωB97M-V/def2-TZVPD.

Geometry (Å):
C1 1.42 -1.59 3.07
C2 0.16 -1.19 3.13
C3 -0.48 -0.37 2.08
C4 -0.01 -0.05 0.87
C5 -0.46 1.14 0.15
C6 -0.62 1.18 -1.18
H1 1.88 -2.20 3.84
H2 1.96 -1.67 2.13
H3 -0.34 -1.22 4.09
H4 -1.43 0.02 2.43
H5 0.80 -0.63 0.47
H6 -0.51 2.12 0.61
H7 -1.09 0.29 -1.61
H8 -0.52 1.98 -1.90
O1 0.15 0.71 -6.06
H9 -0.50 0.02 -6.25
H10 -0.41 1.48 -5.87

## Properties
SMILES: C=C/C=C/C=C.O
Multiplicity: 1
E_LUMO: 0.24 eV
Relative energy (zero: lowest compared OMol25 entry of this formula, charge and spin): 62.1 kcal/mol
Orbital gap: 8.6 eV
E_HOMO: -8.35 eV

Atomic partial charges in e from the natural (NBO) method, atoms 1 to 6: C -0.36; C -0.22; C -0.19; C -0.22; C -0.22; C -0.37